# 1
This record from OMol25 describes a cluster of 6 separate species, C39H68BN9O6S in total. The level of theory is ωB97M-V/def2-TZVPD.

Atoms and positions in Å:
S: 0.979 2.213 -0.893
O: 0.464 -4.470 1.329
O: -2.909 4.570 2.236
O: -1.144 -2.951 1.020
O: -3.740 2.672 0.147
O: -1.342 1.579 1.409
O: -1.474 3.637 3.830
N: -2.744 -1.098 -0.377
N: -3.573 1.115 3.132
N: 0.330 -6.330 -3.328
N: -8.887 1.831 1.423
N: 3.022 2.925 2.187
N: 5.742 2.069 -3.520
N: 5.817 -1.468 -1.335
N: -4.234 -1.100 3.684
N: -4.768 -0.124 1.548
C: 3.299 0.677 -0.576
C: 6.091 2.226 -2.442
C: 2.475 1.485 -1.578
C: -0.614 -1.647 0.708
C: -3.492 1.861 -0.718
C: -8.591 2.643 2.173
C: -4.567 1.445 -1.670
C: 2.392 -8.603 -1.725
C: -8.186 3.696 3.103
C: 3.023 -0.598 3.416
C: 7.207 -2.901 -3.008
C: -1.795 -0.642 0.639
C: -0.344 -3.982 0.599
C: -6.821 1.845 -2.478
C: 8.024 -2.007 -3.949
C: 2.530 -7.666 -2.932
C: 6.367 3.936 -0.681
C: 0.208 0.682 -0.294
C: 6.538 2.462 -1.072
C: 6.423 -2.114 -2.058
C: -5.772 2.154 -1.618
C: -1.247 0.816 0.227
C: 1.303 -6.911 -3.173
C: 7.154 -1.084 -4.793
C: 2.291 0.334 4.375
C: 2.338 2.268 2.827
C: 1.484 1.415 3.648
C: -0.574 -4.425 -0.812
C: 7.177 4.882 -1.559
C: -6.674 0.819 -3.409
C: -4.429 0.424 -2.614
C: -5.477 0.107 -3.471
C: -7.357 4.780 2.403
C: -2.064 1.420 -0.943
C: -6.090 4.212 1.779
C: -3.750 -0.201 2.557
C: -1.057 2.974 1.362
C: -2.410 -0.781 2.053
C: 2.097 -7.857 -0.429
B: -1.859 3.734 2.512
H: 2.324 -1.090 2.736
H: -2.499 -1.857 2.187
H: 5.957 1.827 -0.405
H: 0.856 0.270 0.475
H: -4.495 1.457 3.368
H: 7.768 -0.491 -5.470
H: -5.374 -0.692 -4.192
H: -5.874 2.946 -0.892
H: 3.752 -0.053 2.813
H: 7.858 -3.564 -2.437
H: -5.501 5.000 1.315
H: -2.176 3.981 4.394
H: 2.038 -8.551 0.409
H: -0.112 -1.707 -0.257
H: 6.670 4.047 0.361
H: -3.451 -1.331 4.291
H: 2.215 0.870 -2.440
H: -7.739 2.412 -2.416
H: 3.172 1.098 0.422
H: 1.602 -9.329 -1.925
H: 0.018 3.151 1.471
H: -3.512 -0.143 -2.676
H: -5.636 0.210 1.953
H: 7.052 5.913 -1.228
H: 3.339 -6.952 -2.767
H: -4.538 -1.983 3.284
H: 3.559 -1.374 3.961
H: -2.238 -1.442 -1.188
H: -3.027 4.696 1.291
H: 8.617 -2.654 -4.598
H: 0.254 -4.036 -1.408
H: -3.075 1.003 4.009
H: -7.967 5.263 1.637
H: 3.322 -9.164 -1.624
H: 2.762 -8.229 -3.837
H: -4.949 -1.025 1.128
H: -7.106 5.547 3.139
H: 1.604 -0.243 4.997
H: 1.146 -7.325 -0.482
H: -6.328 3.479 1.008
H: 2.917 -0.342 -0.544
H: 6.447 -1.657 -5.397
H: 5.308 4.196 -0.730
H: -1.495 -4.030 -1.228
H: -1.986 0.760 -1.801
H: 7.585 2.162 -0.990
H: 0.946 2.055 4.344
H: -7.488 0.581 -4.079
H: -9.085 4.117 3.554
H: 0.105 -1.386 1.484
H: 4.346 0.660 -0.850
H: 0.184 0.004 -1.149
H: -1.671 -0.466 2.789
H: -7.603 3.229 3.900
H: 3.007 0.810 5.048
H: -0.530 -5.505 -0.886
H: 8.241 4.643 -1.519
H: -1.562 2.340 -1.248
H: -3.276 -1.881 -0.023
H: 6.857 4.827 -2.600
H: 8.728 -1.418 -3.359
H: 2.876 -7.127 -0.205
H: 6.585 -0.388 -4.176
H: 3.034 2.340 -1.956
H: -1.338 3.424 0.412
H: 6.518 -3.525 -3.581
H: -5.459 3.731 2.518
H: 0.736 0.961 2.991

## Properties
E_HOMO in eV: -8.167
E_LUMO in eV: 0.2453
Calculated total energy in a.u.: -2894.20240
SMILES string: CCSC[C@](CC(=O)c1ccccc1)(OCB(O)O)[C@@](N)(COC(C)=O)CC(N)(N)N.CCCC#N.CCCC#N.CCCC#N.CCCC#N.CCCC#N

# 2
This record from OMol25 describes a structure of composition C39H70AsN3O3PS5ScSi2Te. The level of theory is ωB97M-V/def2-TZVPD.

Atoms and positions in Å:
Te: 2.916 1.388 3.103
As: -3.396 0.310 -2.178
Sc: -0.544 -0.048 -1.152
S: 1.039 -1.747 0.070
S: 2.779 -0.216 -2.299
S: 1.188 0.875 -3.045
S: -2.131 0.251 0.559
S: 2.480 -0.296 -0.254
P: -0.384 2.919 -0.585
Si: 5.296 3.664 3.558
Si: 3.605 -1.537 4.644
O: 0.994 3.036 0.272
O: -1.273 3.627 0.562
O: -0.324 4.266 -1.539
N: 0.206 0.766 2.960
N: -1.916 -0.741 -2.535
N: -0.443 2.005 3.285
C: -7.144 -0.565 -0.540
C: -8.327 -2.482 0.594
C: -4.557 1.024 -6.918
C: -3.527 -2.858 -0.739
C: -6.056 -1.216 -4.295
C: -4.855 -0.739 -1.330
C: -5.917 -2.559 -0.153
C: -0.133 1.937 5.767
C: 4.261 4.795 2.496
C: -0.545 -2.432 -3.565
C: -5.336 0.118 -6.219
C: -3.285 1.385 -4.876
C: -2.697 3.632 0.467
C: -1.108 2.044 4.589
C: -7.110 -1.865 -0.051
C: 2.236 3.270 -0.391
C: -6.039 0.008 -1.156
C: -2.900 -2.503 -3.974
C: -3.535 1.650 -6.222
C: -4.778 -2.020 -0.762
C: -5.109 -0.181 -4.873
C: 4.698 -0.592 5.829
C: 7.090 4.163 3.321
C: -2.137 2.148 -4.248
C: -1.459 -4.163 -4.987
C: -2.721 -3.624 -4.778
C: -4.807 1.304 -8.380
C: -1.817 3.391 4.639
C: 4.848 3.973 5.345
C: -2.151 0.921 4.649
C: -4.066 0.445 -4.161
C: 5.049 1.886 3.153
C: 0.045 4.289 -2.915
C: 4.394 -3.218 4.389
C: -6.156 1.447 -1.615
C: 3.391 -0.693 3.014
C: -0.373 -3.551 -4.361
C: -1.818 -1.865 -3.350
C: 1.951 -1.823 5.453
H: 7.758 3.589 3.976
H: -0.113 0.536 2.019
H: -1.323 -5.036 -5.614
H: -3.589 -4.082 -5.241
H: -4.718 0.391 -8.976
H: -0.816 4.584 -3.516
H: -5.438 2.076 -1.082
H: -8.056 0.021 -0.438
H: -2.944 1.182 5.359
H: 7.403 3.986 2.284
H: -0.186 0.024 3.529
H: 3.020 2.929 0.283
H: -7.066 -0.801 -4.208
H: 3.204 4.495 2.490
H: -2.564 3.440 3.847
H: 1.516 -0.886 5.810
H: 0.626 -3.951 -4.497
H: -3.086 2.624 0.587
H: 0.447 1.018 5.701
H: 4.380 0.454 5.897
H: -3.017 4.045 -0.496
H: -6.116 -2.080 -4.963
H: 5.015 5.022 5.618
H: -3.286 -3.261 -1.723
H: -8.659 -1.895 1.455
H: -4.089 2.029 -8.768
H: -3.053 4.282 1.264
H: -5.940 1.554 -2.679
H: -1.102 4.207 4.487
H: -5.812 1.703 -8.543
H: -6.145 -0.397 -6.736
H: -2.686 -2.256 -0.397
H: 0.417 3.331 -3.267
H: -3.893 -2.121 -3.807
H: 4.322 5.824 2.872
H: 2.306 2.717 -1.328
H: 5.442 3.345 6.020
H: 0.258 2.737 3.214
H: 0.573 2.773 5.754
H: 5.744 -0.612 5.500
H: -7.161 1.827 -1.424
H: -1.716 -0.027 4.982
H: -8.118 -3.496 0.938
H: 1.248 -2.272 4.740
H: 5.468 1.640 2.170
H: -0.671 1.943 6.723
H: -1.732 2.870 -4.960
H: -9.163 -2.529 -0.110
H: -2.448 2.681 -3.349
H: 2.557 -1.161 2.471
H: 4.270 -0.772 2.368
H: -5.763 -1.566 -3.317
H: 2.050 -2.501 6.309
H: 0.835 5.034 -3.042
H: -3.654 -3.695 -0.049
H: 4.467 -3.763 5.338
H: 0.319 -1.976 -3.106
H: -2.589 0.773 3.658
H: -5.850 -3.559 0.268
H: -1.327 1.475 -3.961
H: 5.403 -3.123 3.971
H: 7.233 5.230 3.539
H: -2.304 3.533 5.608
H: -2.902 2.367 -6.741
H: 4.604 4.792 1.455
H: 5.555 1.264 3.902
H: 3.791 3.737 5.516
H: 2.351 4.341 -0.586
H: 3.800 -3.822 3.693
H: 4.650 -1.035 6.831

## Properties
E_HOMO in eV: -1.441
E_LUMO in eV: 3.5661
Energy above the lowest of the compared OMol25 structures with the same formula, charge and spin in kcal/mol: 6.6
Calculated total energy in a.u.: -8094.14201
Net charge: -2

# 3
This record from OMol25 describes a cluster of 9 separate species, C39H70FN9O2 in total. The level of theory is ωB97M-V/def2-TZVPD.

Atoms and positions in Å:
F: 0.275 -1.346 -1.323
O: 1.423 -3.067 -3.359
O: 2.513 -1.548 -4.631
N: 0.418 -8.186 0.403
N: 5.086 0.914 -6.567
N: -2.598 1.300 -6.817
N: 2.432 -1.165 -2.259
N: -0.965 1.534 0.043
N: 1.364 2.339 4.985
N: -3.854 -1.845 4.079
N: 4.015 4.421 -1.208
N: -6.887 -0.821 10.211
C: -0.740 -6.811 -1.565
C: -2.553 -1.049 7.494
C: 1.329 -0.424 -1.670
C: -2.280 0.183 1.938
C: 2.459 4.637 2.234
C: 3.678 -0.775 -9.273
C: 1.184 3.890 1.861
C: -0.089 -7.583 -0.459
C: -7.167 -1.881 9.808
C: 4.234 0.574 -3.015
C: 4.783 7.998 -0.431
C: 5.868 0.571 -2.971
C: -1.405 0.040 3.182
C: 6.063 7.176 -0.548
C: -3.498 1.929 -6.421
C: -4.652 2.736 -5.912
C: 4.886 5.172 -1.410
C: 2.727 -1.419 -8.266
C: -4.567 1.576 -3.648
C: 5.093 0.239 -7.518
C: 1.505 -5.915 -2.367
C: 2.158 -1.848 -3.486
C: -4.071 -1.193 7.507
C: -4.570 -2.321 6.600
C: 0.862 2.952 4.128
C: -5.714 -4.339 10.703
C: -7.195 -4.302 10.344
C: -4.544 2.904 -4.395
C: -0.628 0.335 -3.348
C: 3.781 -0.625 -2.082
C: -4.169 -2.054 5.183
C: 5.102 -0.630 -8.735
C: -0.109 -0.716 2.912
C: 0.230 -6.664 -2.740
C: -1.539 0.945 0.881
C: 0.213 3.733 3.025
C: 0.696 0.748 -2.525
C: -7.527 -3.240 9.293
C: 6.002 6.135 -1.668
H: 0.740 -3.029 -4.057
H: -5.584 2.232 -6.178
H: 0.314 1.536 -1.769
H: -5.485 1.021 -3.863
H: -0.531 0.808 -4.386
H: 2.076 -6.449 -1.604
H: 4.565 8.520 -1.367
H: -5.519 -5.128 11.432
H: -0.314 -1.719 2.525
H: 0.498 -7.652 -3.126
H: 5.516 -1.608 -8.475
H: 6.312 1.609 -2.961
H: 3.924 7.372 -0.179
H: 6.254 6.681 0.408
H: -1.576 0.768 -2.883
H: 3.080 -2.411 -7.972
H: -3.715 0.948 -3.917
H: -2.242 -0.254 8.175
H: -1.038 -5.830 -1.188
H: 0.469 -0.819 3.832
H: -1.967 -0.486 3.955
H: -7.776 -4.116 11.253
H: 1.680 0.027 -0.683
H: 1.276 -4.917 -1.990
H: 0.522 -0.191 2.190
H: -1.161 1.031 3.579
H: 3.953 0.485 -4.103
H: -2.556 -0.798 1.545
H: -4.402 -1.387 8.531
H: -8.593 -3.261 9.060
H: 2.151 -5.808 -3.240
H: 2.622 -0.811 -7.365
H: 1.731 -1.527 -8.702
H: -1.641 -7.340 -1.884
H: 4.565 -1.452 -2.202
H: -6.974 -3.430 8.369
H: -7.495 -5.283 9.966
H: -4.151 -3.281 6.914
H: -2.068 -1.977 7.810
H: -3.199 0.719 2.186
H: 2.231 5.638 2.614
H: -0.273 -6.128 -3.551
H: -0.095 4.707 3.413
H: -5.375 3.524 -4.046
H: 5.749 -0.179 -9.491
H: 3.886 -0.258 -1.003
H: -4.644 3.713 -6.401
H: -5.659 -2.393 6.653
H: 3.699 -1.384 -10.181
H: -3.621 3.435 -4.146
H: -5.101 -4.536 9.818
H: 3.033 4.102 2.995
H: 6.164 -0.011 -2.031
H: 1.446 1.316 -3.168
H: 6.903 7.851 -0.734
H: -4.521 -0.245 7.199
H: 6.943 5.583 -1.721
H: 5.838 6.619 -2.634
H: -5.383 -3.398 11.148
H: 6.311 -0.036 -3.834
H: -2.181 -0.788 6.500
H: 3.932 1.609 -2.659
H: 3.287 0.207 -9.554
H: -0.736 -0.776 -3.512
H: 4.883 8.745 0.360
H: -4.518 1.745 -2.570
H: -0.682 3.205 2.686
H: 1.452 2.903 1.473
H: 3.104 4.745 1.359
H: 0.683 4.429 1.053

## Properties
E_HOMO in eV: -8.994
E_LUMO in eV: 0.4399
Calculated total energy in a.u.: -2271.07329
SMILES string: CCCN(C(=O)O)[C@H](F)CC.CCCC#N.CCCC#N.CCCC#N.CCCC#N.CCCC#N.CCCC#N.CCCC#N.CCCC#N

| no. | frontier orbital gap (eV) | maximum force (Eh/bohr) |
| --- | --- | --- |
| 1 | 8.41 | 0.015 |
| 2 | 5.01 | 0.022 |
| 3 | 9.43 | 0.061 |